Model w:
Here is C25H70N8O7 as an isolated structure from the Open Molecules 2025 dataset. Energies are from ωB97M-V/def2-TZVPD.

Cartesian coordinates (Å):
C1 1.01985 0.56540 -0.29010
O1 2.07470 1.19775 -0.17754
N1 0.90999 -0.30392 -1.22591
N2 -0.00449 0.52541 0.59302
H1 1.56356 -0.25772 -1.99456
H2 0.10341 -0.90052 -1.34254
H3 0.01722 1.08762 1.43181
H4 -0.89838 0.15121 0.30835
C2 2.82839 2.12967 1.59566
C3 1.82375 3.27587 1.66415
C4 1.24081 3.56392 0.19283
O2 2.16145 4.16063 -0.63430
C5 2.38544 5.57463 -0.36719
N3 0.68946 2.99402 2.63501
H5 3.15845 1.91966 0.57828
H6 2.27716 1.22905 1.86607
H7 3.62795 2.14533 2.33631
H8 2.35946 4.13677 2.06410
H9 0.36296 4.21003 0.18877
H10 0.95617 2.60297 -0.23571
H11 3.30977 5.73777 -0.92135
H12 2.55680 5.87279 0.66714
H13 1.57614 6.15525 -0.80993
H14 0.25348 3.90257 2.70263
H15 0.98225 2.85549 3.59166
C6 3.35721 0.15390 2.54264
C7 4.14385 -0.11482 1.29157
C8 3.59387 -1.35832 0.52359
O3 3.49823 -2.48025 1.27858
C9 3.25418 -3.75161 0.62063
N4 4.05571 1.01194 0.52247
H16 2.29427 0.37274 2.44070
H17 3.74865 0.88922 3.24561
H18 3.51856 -0.70209 3.19789
H19 5.19616 -0.30697 1.50091
H20 4.28254 -1.48932 -0.31108
H21 2.64598 -1.04552 0.08569
H22 4.01182 -3.98290 -0.12809
H23 2.32752 -3.74535 0.04671
H24 3.44246 -4.62689 1.24235
H25 4.18233 1.76321 1.18554
H26 3.09763 1.03806 0.20385
C10 0.16746 -1.99157 -5.25922
C11 0.04861 -0.83263 -4.27741
C12 -0.95908 -1.05197 -3.15800
O4 -1.12135 0.14992 -2.47000
C13 -1.86514 1.22409 -2.95571
N5 1.45427 -0.79235 -3.83324
H27 1.12340 -1.95291 -5.78151
H28 -0.58366 -2.08885 -6.04309
H29 0.25538 -2.93189 -4.71501
H30 -0.26863 0.09374 -4.75626
H31 -0.62875 -1.75429 -2.39268
H32 -1.90498 -1.50386 -3.45662
H33 -1.85168 2.02066 -2.21181
H34 -2.91044 0.91517 -2.95399
H35 -1.50286 1.72983 -3.85074
H36 1.89801 -1.61475 -3.45003
H37 1.70375 -0.00766 -3.24833
C14 -1.22230 -1.69787 0.92200
C15 -2.29707 -1.04736 0.05711
C16 -3.44868 -0.61144 0.88849
O5 -4.34305 0.18596 0.07007
C17 -5.57699 0.45885 0.74938
N6 -1.70804 0.11614 -0.60549
H38 -0.35327 -2.06748 0.37770
H39 -1.60702 -2.60819 1.38180
H40 -0.85438 -1.05372 1.72063
H41 -2.75056 -1.76609 -0.62545
H42 -3.07466 -0.01895 1.72345
H43 -3.97802 -1.51371 1.19475
H44 -6.20973 1.07595 0.11148
H45 -5.42733 1.09276 1.62338
H46 -5.98254 -0.47910 1.12868
H47 -1.67234 -0.08373 -1.59488
H48 -2.35212 0.88846 -0.51178
C18 -0.74405 0.97817 2.32983
C19 -1.05974 1.99051 3.46887
C20 -2.05031 3.04625 2.99129
O6 -3.25768 2.41262 2.55268
C21 -3.97108 3.28364 1.70734
N7 -1.64128 1.32853 4.67326
H49 -1.58382 0.28677 2.26028
H50 0.17817 0.39933 2.38024
H51 -0.70582 1.50740 1.37769
H52 -0.23463 2.53350 3.92980
H53 -1.53718 3.69725 2.28348
H54 -2.33620 3.71804 3.80065
H55 -4.15593 4.30221 2.04862
H56 -4.93748 2.80123 1.56088
H57 -3.57732 3.53054 0.72139
H58 -2.63456 1.25296 4.50655
H59 -1.29135 0.39846 4.49258
C22 0.77531 -2.43840 -1.04973
C23 0.51465 -3.84668 -1.31148
C24 -0.39979 -4.08746 -2.57499
O7 -1.66433 -3.44481 -2.35530
C25 -2.45270 -3.97940 -1.23473
N8 1.80644 -4.57182 -1.51525
H60 1.19137 -1.91229 -1.90892
H61 1.59357 -2.29465 -0.34411
H62 -0.15314 -1.92233 -0.80529
H63 0.24724 -4.29400 -0.35414
H64 -0.49227 -5.14540 -2.82057
H65 0.22728 -3.56712 -3.29895
H66 -3.41525 -3.49380 -1.07413
H67 -1.81013 -3.90509 -0.35741
H68 -2.61938 -5.05138 -1.34045
H69 2.34513 -4.61504 -0.66199
H70 1.66345 -5.53529 -1.78240

Values from the calculation:
Frontier orbital gap   6.11 eV
E_HOMO   -5.717 eV

=====

Model x:
Here is a 7-piece molecular cluster, C25H70N8O7 overall from the Open Molecules 2025 dataset. Energies are from ωB97M-V/def2-TZVPD.

Cartesian coordinates (Å):
C1 -5.36643 8.93215 35.64865
O1 -4.96498 10.27361 35.25572
C2 -3.79461 10.14504 34.45561
C3 -3.32010 11.59774 34.18063
C4 -1.94672 11.61006 33.40043
N1 -3.17616 12.51952 35.36875
H1 -6.26562 9.18759 36.20930
H2 -4.76143 8.43359 36.40597
H3 -5.44527 8.21738 34.82953
H4 -3.00140 9.53892 34.89326
H5 -4.12925 9.77375 33.48697
H6 -4.02557 11.99035 33.44833
H7 -1.79616 12.63751 33.06909
H8 -1.94469 10.81695 32.65272
H9 -1.19140 11.37065 34.14894
H10 -2.25272 12.35977 35.74536
H11 -3.77303 12.12320 36.08063
C5 6.60325 15.80939 25.26782
O2 5.94609 14.66621 25.91456
C6 5.55775 14.97795 27.29931
C7 4.01879 15.04834 27.40676
C8 3.36497 15.93285 26.37993
N2 3.61247 15.61950 28.70547
H12 6.86643 15.48437 24.26123
H13 7.48188 16.09457 25.84641
H14 5.90502 16.60546 25.00929
H15 5.89931 14.20172 27.98406
H16 5.91216 15.94511 27.65581
H17 3.61819 14.04327 27.27465
H18 3.69169 15.70446 25.36545
H19 3.69629 16.96687 26.47548
H20 2.27648 15.99001 26.38151
H21 4.08792 15.13526 29.45351
H22 2.65008 15.65619 29.00970
C9 5.65621 14.51631 31.85737
O3 4.22666 14.44998 32.05444
C10 3.60333 13.28021 31.60471
C11 2.35535 13.01386 32.44830
C12 1.58565 11.65921 32.08125
N3 1.46229 14.14116 32.35321
H23 5.97098 14.18066 30.86926
H24 6.11989 13.67816 32.37757
H25 6.08071 15.48688 32.11403
H26 3.34184 13.29496 30.54664
H27 4.24221 12.43754 31.86895
H28 2.66182 12.98801 33.49402
H29 2.27374 10.83508 32.26955
H30 1.47464 11.66218 30.99693
H31 0.60782 11.61877 32.56114
H32 1.02487 14.14811 31.44287
H33 2.06777 14.89660 32.64098
C13 -4.32440 12.05301 30.36305
O4 -3.23419 11.62377 29.55260
C14 -3.13685 12.31578 28.27527
C15 -2.00954 11.69871 27.38947
C16 -2.48804 10.50620 26.56630
N4 -0.99994 11.12542 28.20428
H34 -4.36042 13.12941 30.53085
H35 -4.45154 11.49678 31.29178
H36 -5.23548 11.91452 29.78094
H37 -4.08205 12.02714 27.81550
H38 -3.08138 13.37548 28.52436
H39 -1.69513 12.48869 26.70743
H40 -2.89122 9.76340 27.25462
H41 -1.70051 10.04307 25.97182
H42 -3.31200 10.74345 25.89332
H43 -0.78084 10.26462 27.72353
H44 -1.65340 10.89725 28.93982
C17 1.41370 17.75941 22.75385
O5 0.92601 16.55200 23.34702
C18 1.24113 15.38635 22.62501
C19 0.42544 14.16911 23.02749
C20 0.29411 13.91460 24.47622
N5 0.72864 12.95139 22.30139
H45 0.74117 18.47296 23.22991
H46 1.12120 17.85356 21.70806
H47 2.45291 17.89105 23.05524
H48 1.10113 15.53902 21.55487
H49 2.29461 15.14999 22.77472
H50 -0.57963 14.35123 22.64697
H51 1.07991 14.40469 25.05105
H52 0.14139 12.90670 24.86212
H53 -0.68407 14.29728 24.76744
H54 -0.01669 12.32779 22.57655
H55 1.55566 12.48231 22.64212
C21 -0.48912 17.42228 27.65375
O6 -1.52641 16.49468 27.98762
C22 -2.70892 17.18598 28.47294
C23 -3.83561 16.11946 28.62024
C24 -5.26308 16.63776 28.78872
N6 -3.50428 15.36176 29.83357
H56 -0.07653 18.03274 28.45700
H57 -0.74092 18.08545 26.82617
H58 0.30495 16.74704 27.33502
H59 -2.53130 17.67053 29.43302
H60 -3.03367 17.99287 27.81599
H61 -3.84556 15.32480 27.87423
H62 -5.99301 15.85333 28.98864
H63 -5.56191 17.20844 27.90944
H64 -5.23826 17.19536 29.72497
H65 -2.50098 15.36196 29.71742
H66 -3.77298 15.95192 30.60793
N7 -0.53254 13.70230 29.96977
C25 0.28951 14.37243 29.22421
N8 0.38147 14.05465 27.98209
O7 0.96428 15.20487 29.70853
H67 -0.62368 13.87982 30.95986
H68 -1.12362 13.00938 29.53320
H69 -0.08849 13.22896 27.63934
H70 0.59351 14.89404 27.46192

Values from the calculation:
SMILES   COC[C@H](C)N.COC[C@H](C)N.COC[C@H](C)N.COC[C@H](C)N.COC[C@H](C)N.COC[C@H](C)N.NC(N)=O
Frontier orbital gap   8.74 eV
E_HOMO   -8.169 eV

=====

Most favorable first, least favorable last: model x, model w

=====

Model w:
Here is one molecule with the formula C2H5O2P from the Open Molecules 2025 dataset. Energies are from ωB97M-V/def2-TZVPD.

Cartesian coordinates (Å):
C1 -1.12994 0.43275 0.04953
C2 -0.18017 -0.59170 -0.42179
O1 2.70260 -0.23645 -0.27006
O2 -0.50575 1.64753 0.04244
P1 1.40597 -0.02461 0.37325
H1 -1.89967 0.59038 -0.73234
H2 -1.60200 0.10405 0.86974
H3 -0.68462 -1.60340 -0.33636
H4 0.20043 -0.55959 -1.38065
H5 1.69315 0.24104 1.80623

Values from the calculation:
Frontier orbital gap (spin up / spin down)   7.85 / 7.84 eV
E_HOMO (spin up / spin down)   -9.083 / -9.077 eV

=====

Model x:
Here is a 2-piece molecular cluster, C2H5O2P overall from the Open Molecules 2025 dataset. Energies are from ωB97M-V/def2-TZVPD.

Cartesian coordinates (Å):
C1 2.68293 0.39163 -0.13100
C2 -2.47191 -0.68402 -0.30397
O1 -0.84220 1.51380 -0.01874
O2 3.34710 -0.46903 0.36731
P1 -1.16495 0.16667 0.31591
H1 2.01590 0.99748 0.42845
H2 2.64627 0.58643 -1.16821
H3 -2.67575 -1.59100 0.30089
H4 -2.98563 -0.55184 -1.33808
H5 -0.55176 -0.36010 1.54743

Values from the calculation:
Frontier orbital gap   9.39 eV
E_HOMO   -9.512 eV

=====

Most favorable first, least favorable last: model x, model w